37
Properties=species:S:1:pos:R:3:forces:R:3:mulliken_charge:R:1 method="wB97M-V/def2-TZVPD" energy_ha=-856.57883 spin_multiplicity=1 homo_lumo_gap_ev=9.121 total_charge=+1
C -3.095 -1.053 -1.485 -1.82 1.81 2.25 -1.215
N -1.760 -0.654 -1.092 0.56 -0.95 -1.00 0.089
C -0.858 -0.233 -1.986 0.66 -1.41 0.19 0.464
N 0.415 -0.131 -1.522 -1.87 0.51 -0.28 -0.135
N -1.167 -0.089 -3.273 0.18 0.23 -0.32 -0.366
H -3.278 -1.963 -2.032 0.45 -0.16 -0.43 0.402
H -3.710 -0.185 -1.792 0.72 -0.41 -0.92 0.412
H -3.592 -1.127 -0.506 0.05 -0.80 -0.18 0.372
H -1.376 -1.198 -0.300 -0.11 0.80 -0.19 0.207
H 0.336 0.258 -0.591 1.23 0.19 0.12 0.106
H 1.136 0.210 -2.139 0.05 0.43 0.36 0.214
H -0.578 0.454 -3.880 0.25 0.02 0.13 0.252
H -1.767 -0.734 -3.759 -0.46 0.07 0.30 0.211
H 1.366 -1.891 0.577 0.71 -0.24 0.25 0.388
H 1.619 -1.720 -0.833 0.46 -0.15 -0.47 0.399
O 2.090 -2.060 -0.063 -1.46 0.02 0.05 -0.769
H -0.253 1.384 1.807 -0.09 -0.05 0.03 0.241
H 0.633 2.540 2.224 0.14 0.27 0.19 0.276
O 0.671 1.624 1.945 -0.28 -0.21 -0.30 -0.614
H -0.544 -1.085 2.236 0.06 0.38 -0.24 0.214
H -0.395 -2.461 1.725 0.17 -0.18 -0.33 0.276
O -0.458 -1.554 1.394 -0.05 -0.73 0.32 -0.600
H 3.383 1.790 -1.068 -0.20 -0.43 -0.27 0.275
H 2.446 2.061 0.023 -0.51 -0.33 0.16 0.246
O 2.465 1.592 -0.822 0.80 0.67 0.04 -0.519
H -2.858 -0.562 2.554 0.85 -0.14 -0.53 0.300
H -2.880 0.864 2.399 0.63 0.25 -0.41 0.265
O -2.312 0.124 2.109 -1.73 0.24 1.06 -0.564
H 2.266 -0.379 3.724 0.34 -0.38 0.43 0.320
H 1.349 0.016 2.672 0.13 -0.25 -0.33 0.389
O 1.712 -0.801 3.062 -0.51 0.58 0.25 -0.642
H 0.046 3.474 -2.200 -0.07 -0.31 0.19 0.294
H -1.162 3.440 -1.284 0.01 -0.14 -0.09 0.279
O -0.528 2.856 -1.720 0.00 0.39 -0.09 -0.549
H 3.477 -1.151 2.012 0.50 0.40 0.16 0.296
H 3.266 -0.995 0.601 0.83 0.44 0.01 0.458
O 3.894 -0.662 1.284 -0.64 -0.43 -0.11 -0.673

=====

38
Properties=species:S:1:pos:R:3:forces:R:3:mulliken_charge:R:1 method="wB97M-V/def2-TZVPD" energy_ha=-877.61866 e_above_lowest_kj_mol=296.3 spin_multiplicity=1 homo_lumo_gap_ev=9.434 total_charge=+1
C 0.802 -1.622 -1.624 0.57 -1.25 1.97 -0.626
C 1.307 -1.958 -0.399 0.10 0.75 0.19 -0.035
N 0.850 -2.832 0.534 -0.15 -0.35 -0.48 -0.387
N 1.447 -0.484 -2.332 -0.02 0.71 0.16 0.013
H 0.031 -2.289 -2.054 0.53 1.28 -0.44 0.402
H 2.115 -1.351 -0.001 0.08 -0.46 -0.37 0.397
H 1.332 -3.074 1.391 0.21 0.49 -0.51 0.257
H -0.040 -3.273 0.421 -0.18 -0.32 -0.30 0.223
H 1.026 0.449 -2.116 -0.75 -0.70 -0.73 0.104
H 1.404 -0.705 -3.333 0.28 0.65 0.22 0.396
H 2.402 -0.173 -1.993 -0.71 -1.39 -0.20 0.476
H -0.084 3.196 -1.723 0.65 0.08 -0.22 0.268
H 1.467 3.428 -1.330 0.05 0.53 -0.14 0.247
O 0.665 2.939 -1.171 0.71 0.02 0.57 -0.544
H -2.828 0.526 -0.331 0.02 -0.14 -0.58 0.313
H -1.900 0.737 0.750 0.45 0.39 0.24 0.277
O -1.877 0.425 -0.169 -0.95 -0.03 0.42 -0.647
H -2.613 -2.077 -0.438 0.06 -0.25 0.01 0.277
H -1.289 -1.357 -0.258 -0.46 -0.50 -0.27 0.383
O -1.688 -2.256 -0.224 -0.13 0.44 0.13 -0.699
H 3.729 0.638 -0.266 -0.24 0.11 0.43 0.275
H 2.364 0.397 0.519 0.52 0.45 -0.33 0.255
O 2.767 0.731 -0.317 0.09 -0.13 0.19 -0.619
H -1.449 -1.931 1.643 -0.48 -0.36 0.04 0.308
H -2.033 -1.725 3.073 -0.14 0.01 0.04 0.304
O -1.217 -1.789 2.573 0.44 0.16 -0.16 -0.683
H -1.559 2.378 1.591 0.07 0.42 -0.09 0.443
H -2.475 2.151 2.747 -0.34 0.17 0.27 0.314
O -2.503 2.457 1.837 0.28 -0.60 -0.07 -0.673
H 0.400 -0.976 1.981 0.15 -0.03 0.94 0.221
H 1.416 -0.168 2.940 -0.70 -0.39 -1.01 0.243
O 1.204 -0.432 2.014 0.91 0.30 0.47 -0.557
H 0.178 0.878 1.082 0.15 0.77 0.78 0.381
H 0.337 2.090 0.210 0.00 0.87 0.21 0.480
O 0.059 1.850 1.117 0.16 -1.08 -0.38 -0.783
H -1.755 2.138 -2.565 -0.28 -0.21 -0.22 0.311
H -1.056 1.377 -1.429 -0.35 0.01 -0.29 0.441
O -0.936 1.686 -2.349 -0.61 -0.41 -0.46 -0.753

=====

38
Properties=species:S:1:pos:R:3:forces:R:3:mulliken_charge:R:1 method="wB97M-V/def2-TZVPD" s2=0.75 energy_ha=-918.71354 e_above_lowest_kj_mol=0.0 spin_multiplicity=2 homo_lumo_gap_ev="10.801 / 7.000" total_charge=0
C -1.740 0.774 0.593 -0.62 -0.21 0.18 -1.308
C -0.399 0.261 0.130 -0.26 -0.38 0.59 0.702
O 0.222 -0.643 1.031 -0.86 1.40 -1.51 0.573
H -1.683 1.225 1.583 -0.11 0.00 -0.10 0.400
H -2.469 -0.036 0.590 0.08 -0.18 0.37 0.357
H -2.159 1.471 -0.133 0.38 0.30 0.01 0.310
H 0.266 1.118 0.023 0.62 0.23 0.29 0.097
H -0.509 -0.100 -0.893 0.18 -0.58 0.17 -0.462
O -1.567 -3.320 0.360 -0.10 0.07 -0.49 -0.655
H -1.865 -3.710 1.181 -0.04 -0.12 0.29 0.311
H -1.164 -2.491 0.620 0.16 0.07 0.23 0.277
O 1.576 -2.801 2.203 -0.12 -0.09 0.35 -0.640
H 1.246 -2.021 1.756 0.11 -0.02 0.19 0.238
H 1.814 -3.400 1.496 0.20 -0.23 -0.22 0.353
O -1.374 -0.746 3.642 -0.47 -0.10 -0.12 -0.635
H -0.753 -0.627 2.923 0.13 -0.21 -0.03 0.214
H -1.104 -0.107 4.301 0.18 0.13 0.26 0.337
O -2.395 3.106 -3.054 0.03 0.32 -0.05 -0.624
H -2.118 2.199 -2.928 0.22 -0.47 -0.01 0.332
H -3.154 3.208 -2.481 -0.22 0.12 0.10 0.309
O 0.871 -0.792 -2.929 0.51 -0.08 0.02 -0.720
H 0.384 -0.476 -2.168 0.02 0.16 -0.14 -0.024
H 0.391 -1.569 -3.216 -0.16 -0.24 -0.25 0.365
O 2.238 -2.280 -0.715 0.18 -0.33 0.30 -0.633
H 2.084 -1.890 -1.575 0.01 0.25 -0.49 0.396
H 1.531 -1.940 -0.167 -0.19 0.00 0.02 0.218
O 1.242 0.870 3.400 -0.25 0.20 0.28 -0.674
H 2.098 1.038 3.005 0.37 0.05 -0.13 0.320
H 0.728 0.471 2.698 0.11 -0.07 -0.17 0.225
O 2.192 3.396 -0.205 -0.13 -0.11 0.11 -0.675
H 2.902 3.585 -0.819 0.33 0.10 -0.18 0.316
H 1.496 4.005 -0.449 -0.25 0.17 -0.04 0.316
O -1.912 0.178 -3.291 0.14 0.22 0.20 -0.606
H -2.070 -0.629 -2.801 -0.15 -0.28 0.12 0.301
H -2.667 0.258 -3.873 -0.25 0.04 -0.31 0.297
O 2.990 0.733 0.089 0.17 -0.26 0.16 -0.637
H 2.264 0.125 0.226 0.20 -0.42 -0.05 0.311
H 2.569 1.558 -0.155 -0.15 0.53 0.03 0.420

=====

| no. | F_max (eV/Å) |
| --- | --- |
| 1 | 3.41 |
| 2 | 2.40 |
| 3 | 2.24 |